# C4H10

One molecule with the formula C4H10 (the ωB97M-V functional and the def2-TZVPD basis, OMol25).

Structure (XYZ):
```
14
Properties=species:S:1:pos:R:3:lowdin_charge:R:1
C -0.5661 0.1026 -1.3759 -0.082
C 0.2262 -0.2769 -0.1017 -0.512
C 1.0601 0.9301 0.4092 -0.091
C -0.6130 -0.9075 1.0127 -0.100
H -0.9000 -0.7648 -1.9389 0.068
H -1.4025 0.5874 -0.8729 0.075
H 0.0273 0.7361 -2.0355 0.075
H 0.9527 -1.0796 -0.3378 0.120
H 1.1115 0.9491 1.5205 0.076
H 0.4807 1.8198 0.1388 0.067
H 2.0495 1.0695 -0.0047 0.064
H -1.0953 -1.7112 0.4090 0.086
H 0.0536 -1.2357 1.8189 0.079
H -1.3845 -0.2188 1.3585 0.074
```

Values from the calculation:
- Electronic energy: -158.38320 hartree
- LUMO: 1.22 eV
- Net charge: 0
- Max |F|: 2.36 eV Å⁻¹
- 2S+1: 1
- E_HOMO: -10.91 eV
- M: 58.12 u
- ΔE to the lowest compared entry with this formula, charge and spin: 0.5356 eV
- Structure (SMILES): CC(C)C